Density functional theory data (the ωB97M-V functional and the def2-TZVPD basis) for a molecular structure, C37H39AsF11MoN2S.

The charge is +2. For the HOMO-LUMO gap (alpha / beta), the calculation gives 6.6 / 3.6 eV. The value obtained for the LUMO energy (alpha / beta) is -7.11 / -10.26 eV. For the molar mass, the calculation gives 923.64 g/mol. The expectation value of S² is 3.805. The spin multiplicity is 4. Its total energy is -145389.39415 eV.

Last column: Mulliken charge in e.
Positions of all 92 atoms, in Å:
Mo1 0.5277 0.0300 -0.2359  -0.461
C1 -2.0560 -2.7166 -0.7677  -1.297
C2 -2.7958 -2.3621 -2.0599  0.165
C3 -4.2840 -2.1093 -1.8030  -1.406
C4 -2.1683 -1.3221 -3.0017  -0.110
C5 -2.4461 -1.5438 -4.3516  -0.852
C6 -1.8738 -0.7931 -5.3544  -1.590
C7 -0.9480 0.1809 -5.0212  -1.189
C8 -0.6427 0.4668 -3.6978  0.483
C9 0.4651 1.4756 -3.4681  0.210
C10 1.7139 0.7531 -2.9747  -0.139
C11 0.0922 2.7117 -2.6517  -1.663
C12 -1.3128 -0.2487 -2.6949  0.837
N1 -1.2274 0.1469 -1.2787  1.250
C13 -2.4060 0.4119 -0.7700  -1.245
C14 -2.7849 0.3975 0.5923  1.023
C15 -4.1543 0.5863 0.8797  -0.887
C16 -4.6359 0.3981 2.1493  -1.149
C17 -3.7482 -0.0076 3.1541  -0.540
C18 -2.3990 -0.1556 2.9106  -0.897
C19 -1.8903 0.0743 1.6277  -0.477
N2 -0.5242 0.0166 1.3919  3.097
C20 0.3537 0.1036 2.5500  -1.077
C21 0.4348 1.3166 3.2630  0.943
C22 1.3314 1.3471 4.3248  -0.940
C23 2.0992 0.2497 4.6856  -1.784
C24 1.9831 -0.9301 3.9787  -0.165
C25 1.1108 -1.0261 2.8987  0.414
C26 1.0231 -2.3468 2.1626  1.780
C27 2.3573 -2.6396 1.4655  -0.483
C28 0.6356 -3.4968 3.0953  -1.549
C29 -0.3074 2.6432 3.0438  0.413
C30 -1.0321 2.9497 1.7285  -1.368
C31 -1.2848 2.8938 4.2019  -1.451
H1 -2.3068 -3.7431 -0.4992  0.668
H2 -2.3537 -2.0950 0.0806  0.199
H3 -0.9773 -2.6818 -0.8893  -0.162
H4 -2.7502 -3.2719 -2.6633  0.888
H5 -4.4473 -1.2822 -1.1135  0.259
H6 -4.7378 -2.9914 -1.3512  0.432
H7 -4.8209 -1.8922 -2.7264  0.393
H8 -3.1183 -2.3535 -4.6074  0.602
H9 -2.1137 -0.9880 -6.3899  0.420
H10 -0.4490 0.7370 -5.8046  0.471
H11 0.7231 1.8373 -4.4661  0.861
H12 1.6404 0.4236 -1.9202  -0.252
H13 2.6003 1.3876 -3.0126  0.312
H14 1.9039 -0.1623 -3.5345  0.493
H15 -0.0675 2.5086 -1.5880  0.340
H16 -0.8222 3.1622 -3.0365  0.474
H17 0.8796 3.4649 -2.7387  0.371
H18 -3.2018 0.5657 -1.4947  0.860
H19 -4.8218 0.8615 0.0729  0.554
H20 -5.6844 0.5362 2.3678  0.471
H21 -4.1249 -0.2064 4.1489  0.473
H22 -1.7289 -0.4430 3.7079  0.600
H23 1.4325 2.2681 4.8858  0.607
H24 2.7822 0.3200 5.5208  0.443
H25 2.5686 -1.7932 4.2665  0.450
H26 0.2346 -2.2890 1.4093  -0.764
H27 3.0741 -3.0901 2.1539  0.682
H28 2.8239 -1.7453 1.0412  0.255
H29 2.1985 -3.3412 0.6465  -0.795
H30 1.4236 -3.7066 3.8191  0.377
H31 0.4727 -4.4062 2.5158  0.424
H32 -0.2799 -3.2749 3.6439  0.400
H33 0.4859 3.3906 3.1373  0.791
H34 -2.0563 2.5765 1.7341  0.295
H35 -0.5245 2.5706 0.8385  -0.224
H36 -1.0973 4.0329 1.6214  0.585
H37 -2.0873 2.1566 4.1934  0.264
H38 -1.7377 3.8805 4.1036  0.443
H39 -0.7930 2.8459 5.1715  0.443
F1 5.3863 5.1770 -2.8988  -0.219
C32 4.6704 4.3701 -2.1594  0.544
C33 5.0560 3.0663 -1.9234  0.399
F2 6.1444 2.5770 -2.4242  -0.203
C34 4.2391 2.1896 -1.1019  0.262
F3 4.7152 0.9914 -0.9609  -0.262
C35 3.0414 2.5723 -0.5140  0.783
S1 2.1680 1.5533 0.6289  -0.548
C36 2.6918 3.8849 -0.7553  -0.036
F4 1.6162 4.4196 -0.2538  -0.259
C37 3.4853 4.7869 -1.5724  0.254
F5 3.0468 5.9924 -1.7334  -0.209
F6 0.9856 -1.6361 -0.8970  -0.674
As1 2.5679 -5.1776 -1.0909  1.657
F7 2.5063 -4.0005 -2.3287  -0.413
F8 0.8950 -4.9293 -0.8914  -0.291
F9 2.7652 -6.5211 -2.0547  -0.309
F10 2.5615 -5.9534 0.4240  -0.411
F11 4.1106 -4.5871 -0.7096  -0.360



Density functional theory data (the ωB97M-V functional and the def2-TZVPD basis) for a molecular structure, C37H39Cl2NO3PdSb.

The charge is -1. For the HOMO-LUMO gap, the calculation gives 6.7 eV. The value obtained for the LUMO energy is 2.62 eV. The value obtained for the energy above the lowest of the compared OMol25 structures with the same formula, charge and spin is 62.3 kJ/mol. For the molar mass, the calculation gives 844.81 g/mol. Its total energy is -81697.82522 eV.

Last column: Mulliken charge in e.
Positions of all 84 atoms, in Å:
Pd1 0.4564 1.1012 -0.8516  0.081
C1 0.2965 1.6662 6.0898  -0.595
O1 1.6524 1.5398 5.7676  -0.473
C2 1.9881 1.7092 4.4379  1.238
C3 3.3447 1.4942 4.1282  -1.149
C4 3.7752 1.7023 2.8466  -0.984
C5 2.9129 2.0413 1.7926  0.660
C6 3.3848 2.2449 0.4437  0.726
C7 4.8613 2.5794 0.2059  -1.593
O2 2.6813 2.2036 -0.5644  -0.488
C8 1.4928 2.1341 2.0722  -0.562
O3 0.5921 2.3319 1.2228  -0.282
C9 1.1097 2.0507 3.4548  -0.507
H1 0.2046 1.4070 7.1442  0.260
H2 -0.3165 0.9840 5.4927  0.141
H3 -0.0640 2.6883 5.9279  0.288
H4 4.0177 1.1849 4.9133  0.403
H5 4.8243 1.5398 2.6433  0.295
H6 5.4621 2.5902 1.1057  0.446
H7 4.9034 3.5651 -0.2544  0.294
H8 5.2761 1.8667 -0.5043  0.304
H9 0.0609 2.2297 3.6432  0.388
N1 -2.4202 1.5167 -0.6867  0.350
C10 -3.0999 2.6985 -0.6343  0.391
C11 -2.5354 3.7683 0.0731  -0.152
C12 -3.2085 4.9629 0.1941  -0.779
C13 -4.4688 5.1202 -0.3659  -0.485
C14 -5.0361 4.0682 -1.0666  -0.505
C15 -4.3599 2.8723 -1.2163  -0.694
H10 -1.4066 1.5767 -0.4474  -0.494
H11 -2.6509 0.8675 -1.4279  0.128
H12 -1.5545 3.6272 0.5091  0.643
H13 -2.7435 5.7875 0.7173  0.399
H14 -4.9910 6.0623 -0.2694  0.360
H15 -6.0195 4.1832 -1.5062  0.353
H16 -4.8040 2.0659 -1.7865  0.416
Cl1 1.0922 4.6513 -0.5334  -0.085
C16 0.2514 4.5509 -2.0900  -0.478
Cl2 0.0054 2.8676 -2.5640  -0.073
H17 0.8638 5.0380 -2.8481  0.375
H18 -0.7280 5.0138 -1.9777  0.297
C17 -0.4586 -0.5427 2.2446  -0.327
C18 -1.1443 -1.8267 1.9128  0.365
C19 -1.7713 -2.5561 2.9177  -0.479
C20 -2.3835 -3.7672 2.6509  -0.849
C21 -2.3955 -4.2570 1.3579  -1.124
C22 -1.7883 -3.5320 0.3477  -0.576
C23 -1.1526 -2.3307 0.6110  0.555
Sb1 -0.1312 -1.2731 -0.9839  1.843
C24 1.5362 -2.6579 -1.1050  0.230
C25 1.3059 -4.0224 -1.0900  -0.247
C26 2.3518 -4.9274 -1.1458  -0.865
C27 3.6491 -4.4549 -1.2306  -0.653
C28 3.8871 -3.0928 -1.2429  -0.749
C29 2.8443 -2.1759 -1.1736  0.700
C30 3.1473 -0.7151 -1.1337  -1.088
C31 -1.4010 -2.0905 -2.5456  0.347
C32 -2.7632 -2.1249 -2.2796  -0.308
C33 -3.6636 -2.6532 -3.1860  -0.957
C34 -3.1997 -3.1418 -4.3941  -0.688
C35 -1.8523 -3.0550 -4.6947  -0.643
C36 -0.9426 -2.5234 -3.7879  0.689
C37 0.5016 -2.4093 -4.1748  -1.336
H19 -0.6767 -0.2266 3.2619  -0.028
H20 -0.7585 0.2612 1.5661  -0.039
H21 0.6240 -0.6580 2.1532  0.260
H22 -1.7756 -2.1755 3.9317  0.441
H23 -2.8526 -4.3258 3.4511  0.366
H24 -2.8724 -5.2022 1.1356  0.439
H25 -1.8269 -3.9064 -0.6658  0.401
H26 0.2897 -4.3818 -1.0314  0.274
H27 2.1516 -5.9910 -1.1202  0.437
H28 4.4762 -5.1483 -1.2888  0.367
H29 4.9052 -2.7305 -1.3028  0.366
H30 4.2188 -0.5414 -1.2136  0.366
H31 2.7976 -0.2894 -0.1865  -0.184
H32 2.6473 -0.1567 -1.9367  0.207
H33 -3.1273 -1.7404 -1.3350  0.603
H34 -4.7188 -2.6883 -2.9492  0.434
H35 -3.8853 -3.5763 -5.1081  0.373
H36 -1.4949 -3.4045 -5.6560  0.375
H37 0.6130 -2.4890 -5.2559  0.495
H38 1.0873 -3.2014 -3.7061  0.244
H39 0.9038 -1.4486 -3.8465  0.104



Density functional theory data (the ωB97M-V functional and the def2-TZVPD basis) for a molecular structure, C37H39Cl3GeMgN8O5PSTe.

For the HOMO-LUMO gap (alpha / beta), the calculation gives 7.4 / 6.4 eV. The value obtained for the LUMO energy (alpha / beta) is -0.22 / -1.21 eV. The value obtained for the energy above the lowest of the compared OMol25 structures with the same formula, charge and spin is 0.0 kJ/mol. For the molar mass, the calculation gives 1069.68 g/mol. The expectation value of S² is 0.755. The spin multiplicity is 2. Its total energy is -188113.67799 eV.

Last column: Mulliken charge in e.
Positions of all 97 atoms, in Å:
Mg1 1.2714 0.8548 0.6569  2.776
C1 2.0029 -4.4419 -0.8456  -1.210
N1 1.3858 -3.3024 -0.1943  1.243
C2 1.5086 -2.0171 -0.5079  -1.401
N2 0.7166 -1.2923 0.2678  0.628
C3 0.1266 -2.2258 1.0620  -0.949
N3 0.4958 -3.4572 0.8064  -1.044
C4 1.0307 -5.1291 -1.7779  0.982
C5 1.0100 -6.5092 -1.9166  -0.799
C6 0.1012 -7.1151 -2.7772  -0.658
C7 -0.8101 -6.3550 -3.4895  -0.959
C8 -0.7953 -4.9705 -3.3462  -0.143
C9 0.1296 -4.3670 -2.5049  -0.232
C10 -1.7844 -4.1320 -4.0177  0.652
N4 -2.8316 -4.4594 -4.6913  -0.487
N5 -3.4683 -3.2727 -5.0331  -0.565
C11 -2.7544 -2.3220 -4.5411  0.447
O1 -1.6626 -2.7863 -3.8870  -0.178
C12 -2.9779 -0.8781 -4.5532  0.218
C13 -4.2452 -0.3730 -4.8198  -1.024
C14 -4.4524 0.9958 -4.7673  -0.806
C15 -3.4073 1.8500 -4.4489  -0.692
C16 -2.1315 1.3512 -4.2048  0.171
C17 -1.0162 2.3323 -3.9451  -0.133
N6 0.0909 1.7955 -3.1700  1.253
C18 0.0610 1.0653 -2.0605  -1.088
N7 1.2804 0.9779 -1.5519  0.010
C19 2.0356 1.7031 -2.4209  -0.779
N8 1.3552 2.2164 -3.4149  -1.150
C20 -1.9224 -0.0179 -4.2609  -0.094
H1 2.3619 -5.1189 -0.0730  0.478
H2 2.8712 -4.0568 -1.3837  0.243
H3 2.1774 -1.6484 -1.2705  0.570
H4 -0.5987 -1.9842 1.8221  0.700
H5 1.6982 -7.1186 -1.3432  0.437
H6 0.0940 -8.1923 -2.8762  0.391
H7 -1.5378 -6.8181 -4.1418  0.530
H8 0.1172 -3.2912 -2.3937  0.811
H9 -5.0529 -1.0556 -5.0460  0.522
H10 -5.4377 1.3988 -4.9599  0.423
H11 -3.5820 2.9184 -4.3923  0.505
H12 -1.4089 3.2002 -3.4129  -0.099
H13 -0.5763 2.6761 -4.8812  0.489
H14 -0.8345 0.6504 -1.6296  0.844
H15 3.1020 1.8267 -2.3196  0.555
H16 -0.9384 -0.4300 -4.0798  0.728
C21 2.7134 2.9114 1.2266  -1.465
H17 1.7821 3.3041 1.6190  0.521
H18 2.9808 3.1456 0.2052  0.344
H19 3.4800 2.5588 1.8992  0.522
C22 -4.0922 1.1945 -0.4540  -0.942
C23 -3.6096 2.6068 -0.6962  -0.405
O2 -2.1865 2.6193 -0.8804  0.419
P1 -1.0960 2.9253 0.2671  -1.053
O3 -0.5717 1.5796 0.7355  -0.798
Te1 -1.8212 4.4668 1.8629  -0.378
O4 0.1129 3.4769 -0.6489  0.075
C24 0.2417 4.8351 -1.0985  -0.517
C25 -0.4483 5.0454 -2.4272  -1.052
H20 -5.1806 1.1766 -0.3781  0.455
H21 -3.6763 0.8046 0.4761  0.189
H22 -3.7948 0.5382 -1.2748  0.109
H23 -3.8668 3.2691 0.1330  0.402
H24 -4.0317 3.0219 -1.6130  0.237
H25 1.3151 5.0095 -1.1821  0.297
H26 -0.1575 5.5006 -0.3308  0.381
H27 -0.0450 4.3676 -3.1813  0.323
H28 -0.2835 6.0687 -2.7679  0.503
H29 -1.5239 4.8888 -2.3330  0.081
O5 1.5697 0.3769 2.6019  0.024
S1 1.4874 -0.5695 3.7710  0.020
C26 2.7600 -0.0011 4.8745  0.425
C27 3.5428 -0.9469 5.5125  -0.171
C28 4.5649 -0.5162 6.3477  -0.673
C29 4.7965 0.8404 6.5121  -0.408
C30 4.0105 1.7779 5.8501  -0.783
C31 2.9811 1.3601 5.0261  -0.298
C32 0.0363 -0.0778 4.6841  0.701
C33 -0.2776 -0.8064 5.8255  -0.677
C34 -1.4133 -0.4712 6.5419  -0.696
C35 -2.2261 0.5694 6.1047  -0.471
C36 -1.9080 1.2731 4.9540  -0.676
C37 -0.7666 0.9522 4.2290  -0.039
H30 3.3789 -2.0023 5.3333  0.448
H31 5.1933 -1.2403 6.8482  0.395
H32 5.6043 1.1739 7.1501  0.388
H33 4.2069 2.8345 5.9741  0.415
H34 2.3609 2.0718 4.4955  0.397
H35 0.3602 -1.6198 6.1522  0.428
H36 -1.6694 -1.0236 7.4362  0.389
H37 -3.1160 0.8265 6.6644  0.398
H38 -2.5410 2.0751 4.5978  0.396
H39 -0.5268 1.4880 3.3198  0.014
Cl1 3.9463 -2.0507 1.8614  -0.419
Ge1 3.9843 -0.1512 0.6400  0.985
Cl2 5.7567 0.8450 1.5380  -0.437
Cl3 4.8662 -0.9778 -1.2675  -0.436



Density functional theory data (the ωB97M-V functional and the def2-TZVPD basis) for a molecular structure, C37H39CsN10O6S.

The charge is -2. For the HOMO-LUMO gap, the calculation gives 6.6 eV. The value obtained for the LUMO energy is 3.53 eV. The value obtained for the energy above the lowest of the compared OMol25 structures with the same formula, charge and spin is 53.9 kJ/mol. For the molar mass, the calculation gives 884.76 g/mol. Its total energy is -77575.49838 eV.

Last column: Mulliken charge in e.
Positions of all 94 atoms, in Å:
Cs1 -0.4283 -0.6285 -0.8116  1.568
O1 2.6420 -1.9105 -4.4075  -0.729
C1 2.2289 -1.5249 -3.3154  -0.138
N1 1.5711 -0.3938 -3.0054  0.379
C2 1.7810 0.7544 -3.6675  -0.354
O2 2.7914 1.1618 -4.2361  -0.729
C3 0.5788 1.7148 -3.6982  0.540
C4 0.4464 2.5070 -4.8382  -0.794
C5 -0.6516 3.3388 -4.9509  -0.481
C6 -1.5800 3.3680 -3.9195  -0.748
C7 -1.3598 2.5534 -2.8214  -0.280
N2 -0.3112 1.7435 -2.7083  0.290
C8 2.4640 -2.4775 -2.1395  0.420
C9 3.7107 -3.0963 -2.0615  -0.877
C10 3.9849 -3.9103 -0.9794  -0.249
C11 3.0042 -4.0988 -0.0152  -0.787
C12 1.7882 -3.4578 -0.1832  -0.341
N3 1.5196 -2.6693 -1.2206  -0.061
H1 1.2166 2.4482 -5.5934  0.497
H2 -0.7844 3.9569 -5.8310  0.369
H3 -2.4561 4.0017 -3.9578  0.421
H4 -2.0632 2.5462 -1.9939  0.315
H5 4.4270 -2.9153 -2.8502  0.429
H6 4.9532 -4.3868 -0.8821  0.389
H7 3.1757 -4.7185 0.8554  0.412
H8 0.9962 -3.5722 0.5506  0.472
C13 -5.3084 -2.8840 -1.9890  -1.337
C14 -3.9392 -2.2562 -2.0007  0.427
N4 -3.2827 -1.9487 -0.9408  0.650
N5 -3.8789 -2.2587 0.2559  -0.805
C15 -3.2229 -1.7102 1.2774  -0.350
O3 -2.2457 -0.9325 1.2500  -0.285
C16 -3.7607 -2.1055 2.6385  0.002
C17 -3.1244 -1.6188 3.7748  -0.236
C18 -3.5724 -1.9663 5.0414  -0.728
C19 -4.6669 -2.8068 5.1866  -0.257
C20 -5.3097 -3.2963 4.0560  -0.673
C21 -4.8595 -2.9481 2.7914  -0.103
C22 -3.3122 -1.9823 -3.3246  0.283
C23 -4.0475 -2.1723 -4.5009  -0.683
C24 -3.4488 -1.9363 -5.7271  -0.486
C25 -2.1309 -1.5189 -5.7630  -1.010
C26 -1.4737 -1.3472 -4.5510  -0.026
N6 -2.0389 -1.5663 -3.3719  0.224
H9 -5.5914 -3.1033 -0.9651  0.201
H10 -5.3272 -3.8058 -2.5771  0.321
H11 -6.0552 -2.2107 -2.4210  0.266
H12 -2.2739 -0.9646 3.6364  0.542
H13 -3.0641 -1.5760 5.9148  0.387
H14 -5.0177 -3.0778 6.1754  0.355
H15 -6.1656 -3.9530 4.1622  0.362
H16 -5.3441 -3.3223 1.9002  0.373
H17 -5.0756 -2.4995 -4.4539  0.317
H18 -4.0089 -2.0819 -6.6437  0.376
H19 -1.6104 -1.3307 -6.6921  0.452
H20 -0.4372 -1.0246 -4.5224  0.313
C27 4.5731 1.6485 0.6693  -1.242
N7 3.1877 1.3221 0.9348  0.903
C28 2.2244 1.9623 0.0668  -0.929
C29 2.7894 0.3362 1.7720  -0.132
N8 1.6304 -0.2152 1.6325  0.113
N9 3.7392 -0.0105 2.7543  0.225
C30 4.1799 1.0611 3.6494  -0.965
C31 3.4909 -1.2432 3.4600  -1.216
H21 4.7469 1.5956 -0.4103  0.347
H22 5.2239 0.9273 1.1580  0.377
H23 4.8004 2.6562 1.0270  0.257
H24 2.5122 3.0086 -0.0539  0.434
H25 1.2401 1.9242 0.5264  -0.441
H26 2.1810 1.4785 -0.9150  0.565
H27 1.4176 -0.7829 2.4455  0.024
H28 4.2354 2.0203 3.1403  0.228
H29 5.1657 0.8128 4.0521  0.358
H30 3.4889 1.1749 4.4942  0.309
H31 2.6631 -1.1684 4.1843  0.386
H32 4.3902 -1.5077 4.0193  0.301
H33 3.2642 -2.0451 2.7562  0.368
N10 -2.0315 2.0851 1.4785  -0.564
C32 -0.9028 2.7905 1.9004  0.593
C33 -0.5697 4.0189 1.3296  -0.327
C34 0.5658 4.7085 1.7327  -0.633
C35 1.3930 4.1951 2.7180  -0.465
C36 1.0402 2.9926 3.3163  -0.416
C37 -0.0898 2.2982 2.9215  -0.331
S1 2.9293 4.9974 3.1557  1.269
O4 3.0573 4.8073 4.5962  -0.753
O5 2.7741 6.3817 2.7318  -0.762
O6 3.9474 4.2677 2.3924  -0.657
H34 -1.9985 1.0789 1.6204  0.101
H35 -2.2828 2.2777 0.5201  0.303
H36 -1.1924 4.4299 0.5410  0.336
H37 0.8245 5.6515 1.2689  0.451
H38 1.6647 2.5932 4.1041  0.569
H39 -0.3236 1.3416 3.3744  0.215



Question: Look up the molar mass of the second one.
Answer: 844.81 g/mol